Entry 1:
An isolated molecule of C4H8O2 at a distorted geometry. Source: OMol25; level of theory: ωB97M-V/def2-TZVPD.

The geometry in XYZ format:
```
14
Properties=species:S:1:pos:R:3:nbo_charge:R:1
O 0.290 -0.837 1.981 -0.706
C -0.011 0.085 0.969 0.077
C -0.663 -0.749 -0.299 -0.528
C -0.520 0.378 -1.280 -0.064
O 0.750 0.979 -1.039 -0.527
C 1.183 0.699 0.282 -0.096
H -0.124 -1.392 1.263 0.496
H -0.771 0.807 1.289 0.173
H -0.084 -1.643 -0.641 0.218
H -1.706 -1.089 -0.171 0.230
H -0.558 0.082 -2.326 0.195
H -1.330 1.092 -1.078 0.164
H 1.534 1.617 0.765 0.191
H 2.010 -0.029 0.285 0.178
```

The energy above the lowest of the compared OMol25 structures with the same formula, charge and spin comes out at 62.8 kcal per mole. Its SMILES is O[C@@H]1CCOC1. The calculation puts the calculated total energy at -307.61239 Eh. As for the LUMO energy: 0.03508 hartree. As for the HOMO energy: -0.363 hartree. As for the gap between HOMO and LUMO: 10.84 eV. Its maximum force is 3.8 eV/Å.

***

Entry 2:
An isolated molecule of C4H8N2 at a distorted geometry. Source: OMol25; level of theory: ωB97M-V/def2-TZVPD.

The geometry in XYZ format:
```
14
Properties=species:S:1:pos:R:3:nbo_charge:R:1
C -0.717 1.293 -1.399 -0.615
C -0.470 0.136 -0.560 -0.231
N 0.835 0.133 0.042 -0.594
C 0.832 -0.954 0.962 -0.352
C 0.279 -0.641 2.213 0.268
N -0.062 -0.876 3.321 -0.305
H -1.786 1.372 -1.811 0.219
H -0.093 1.388 -2.238 0.205
H -0.540 2.228 -0.802 0.215
H -0.660 -0.800 -1.137 0.157
H -1.240 -0.015 0.203 0.199
H 1.563 0.032 -0.673 0.368
H 0.269 -1.858 0.740 0.216
H 1.790 -1.438 1.138 0.249
```

The energy above the lowest of the compared OMol25 structures with the same formula, charge and spin comes out at 33.7 kcal per mole. Its SMILES is CCNCC#N. The calculation puts the calculated total energy at -266.66832 Eh. As for the LUMO energy: 0.02406 hartree. As for the HOMO energy: -0.363 hartree. As for the gap between HOMO and LUMO: 10.53 eV. Its maximum force is 6.6 eV/Å.

***

Entry 3:
A structure of composition C36H40BFN9O3S2Sc at a distorted geometry. Source: OMol25; level of theory: ωB97M-V/def2-TZVPD.

The geometry in XYZ format:
```
93
Properties=species:S:1:pos:R:3:mulliken_charge:R:1
Sc -0.665 0.026 0.976 0.106
C 0.015 -4.233 -0.980 -0.984
N -1.299 -3.868 -1.444 0.388
C -2.492 -4.327 -0.932 -0.456
C -3.467 -3.685 -1.611 -0.803
N -2.887 -2.857 -2.541 0.319
B -3.763 -1.972 -3.483 0.450
N -3.031 -0.633 -3.704 0.051
C -2.603 -0.165 -4.915 -0.440
C -1.984 1.020 -4.723 -0.659
N -2.029 1.264 -3.368 0.396
C -1.493 2.420 -2.705 -0.950
C -2.687 0.244 -2.747 -0.385
S -2.992 0.146 -1.073 -0.353
C -1.547 -2.994 -2.457 -0.308
S -0.318 -2.312 -3.420 -0.388
H -0.088 -4.721 -0.013 0.456
H 0.623 -3.333 -0.874 0.158
H 0.511 -4.897 -1.692 0.321
H -2.530 -4.999 -0.096 0.547
H -4.531 -3.701 -1.479 0.494
H -3.922 -2.503 -4.567 -0.243
H -4.811 -1.792 -2.912 -0.194
H -2.747 -0.741 -5.808 0.431
H -1.487 1.683 -5.406 0.434
H -1.579 3.285 -3.363 0.418
H -0.445 2.268 -2.432 0.175
H -2.065 2.582 -1.797 0.322
C 6.846 1.396 0.454 -1.635
C 6.424 0.194 -0.386 0.360
C 7.011 0.313 -1.786 -1.016
C 6.487 -0.779 -2.699 -1.105
C 4.990 -0.690 -2.762 1.260
C 4.287 -1.011 -3.903 -0.926
C 2.895 -0.951 -3.918 -0.124
F 2.276 -1.266 -5.071 -0.363
C 2.174 -0.591 -2.812 -0.224
C 2.877 -0.249 -1.643 0.658
C 2.121 0.096 -0.437 0.852
O 0.877 0.226 -0.504 -0.437
C 2.875 0.264 0.760 0.118
C 4.232 0.267 0.682 -0.547
N 4.951 0.082 -0.451 0.363
C 4.280 -0.274 -1.619 -1.148
C 2.244 0.404 2.145 0.104
O 2.982 0.748 3.064 -0.811
O 1.013 0.095 2.215 -0.478
H 7.916 1.561 0.325 0.423
H 6.657 1.264 1.516 0.483
H 6.315 2.289 0.123 0.389
H 6.805 -0.726 0.078 0.130
H 8.099 0.273 -1.700 0.405
H 6.748 1.293 -2.197 0.336
H 6.786 -1.758 -2.305 0.322
H 6.910 -0.693 -3.701 0.414
H 4.808 -1.327 -4.799 0.463
H 1.093 -0.597 -2.824 0.610
H 4.773 0.449 1.598 0.609
N -0.921 -2.103 1.093 -0.372
C -1.109 -3.194 1.467 0.855
N -1.243 -4.433 1.717 -0.667
C -1.578 -4.974 2.857 0.502
N -1.855 -5.573 3.809 -0.748
C 0.118 3.652 2.648 -1.290
C -1.295 4.088 2.252 0.456
C -1.486 4.038 0.742 -1.134
C -2.368 3.322 2.998 0.373
C -3.198 4.040 3.841 -0.631
C -4.173 3.431 4.621 -1.241
C -4.272 2.047 4.550 -0.699
C -3.473 1.278 3.723 0.483
C -3.653 -0.228 3.775 0.405
C -2.400 -0.944 4.279 -1.118
C -4.167 -0.827 2.468 -1.163
C -2.505 1.897 2.860 -0.047
N -1.779 1.192 1.994 0.612
H 0.869 4.247 2.120 0.405
H 0.267 2.598 2.416 -0.011
H 0.273 3.776 3.720 0.379
H -1.402 5.139 2.560 0.450
H -1.438 3.001 0.413 -0.229
H -0.716 4.622 0.229 0.499
H -2.464 4.434 0.463 0.422
H -3.066 5.118 3.894 0.275
H -4.818 4.010 5.271 0.310
H -5.002 1.534 5.171 0.298
H -4.434 -0.406 4.528 0.430
H -1.541 -0.730 3.642 0.002
H -2.554 -2.025 4.309 0.367
H -2.148 -0.604 5.286 0.333
H -3.469 -0.658 1.650 -0.031
H -5.116 -0.370 2.184 0.300
H -4.321 -1.904 2.576 0.439
```

The calculation puts the calculated total energy at -3796.50964 Eh. As for the LUMO energy: 0.11983 hartree. As for the charge: -2. As for the HOMO energy: -0.033 hartree. As for the gap between HOMO and LUMO: 4.15 eV. Its maximum force is 2.0 eV/Å.

***

Entry 4:
The ion C5H10NOS with charge -1 at a distorted geometry. Source: OMol25; level of theory: ωB97M-V/def2-TZVPD.

The geometry in XYZ format:
```
18
Properties=species:S:1:pos:R:3:nbo_charge:R:1
C -0.319 -2.664 -0.784 -0.730
C 0.532 -1.262 -0.935 0.711
O 0.685 -0.867 -2.023 -0.620
N 0.543 -0.515 0.200 -0.640
C 0.356 0.977 0.150 -0.046
C -0.793 1.597 -0.684 -0.636
C 0.545 1.368 1.825 -0.555
S 0.483 3.061 2.164 -0.635
H -0.633 -2.829 0.255 0.200
H -1.031 -2.748 -1.576 0.227
H 0.255 -3.446 -1.151 0.206
H 0.352 -0.873 1.064 0.382
H 1.248 1.350 -0.421 0.182
H -0.658 2.647 -1.037 0.232
H -1.695 1.507 -0.072 0.196
H -1.082 1.033 -1.538 0.206
H 1.470 0.830 2.116 0.166
H -0.259 0.835 2.449 0.155
```

The energy above the lowest of the compared OMol25 structures with the same formula, charge and spin comes out at 42.1 kcal per mole. Its SMILES is CC(=O)N[C@@H](C)C[S-]. The calculation puts the calculated total energy at -724.68640 Eh. As for the LUMO energy: 0.12396 hartree. As for the charge: -1. As for the HOMO energy: -0.090 hartree. As for the gap between HOMO and LUMO: 5.83 eV. Its maximum force is 6.3 eV/Å.

***

Entry 5:
A structure of composition C40H56N6Ru at a distorted geometry. Source: OMol25; level of theory: ωB97M-V/def2-TZVPD.

The geometry in XYZ format:
```
103
Properties=species:S:1:pos:R:3:mulliken_spin:R:1
Ru -0.054 0.071 0.476 1.593
C 0.018 -6.014 3.224 0.004
C 1.020 -5.323 2.300 -0.006
C 0.395 -4.160 1.553 0.036
C -0.507 -4.238 0.561 0.020
C -1.078 -5.504 -0.047 -0.003
C -0.633 -5.668 -1.501 0.005
C -0.812 -2.854 0.126 0.163
N -0.109 -2.009 0.806 -0.059
C 0.682 -2.722 1.732 0.103
C 1.487 -2.191 2.675 -0.005
C 1.758 -0.747 2.872 0.379
C 2.458 -0.195 3.886 0.087
C 3.049 -0.903 5.088 0.019
C 4.575 -0.869 5.082 0.009
C 2.491 1.271 3.641 0.161
C 1.837 1.497 2.488 0.282
C 1.669 2.806 1.829 0.090
C 0.882 3.059 0.767 0.077
N 0.018 2.149 0.135 -0.062
C -0.665 2.786 -0.763 0.196
C -1.748 2.218 -1.613 -0.005
C -2.130 0.955 -1.657 0.073
N -2.381 0.039 -0.159 0.248
C -2.173 -1.314 -1.317 0.056
C -1.849 -2.525 -0.889 0.016
C -3.255 -0.967 -2.293 0.046
C -3.232 0.375 -2.488 0.047
C -4.192 1.200 -3.326 0.000
C -5.081 2.072 -2.437 0.003
C -4.242 -1.963 -2.870 -0.001
C -5.169 -2.514 -1.783 0.004
C -0.266 4.216 -0.788 0.026
C 0.694 4.379 0.141 0.040
C 1.460 5.642 0.484 -0.010
C 2.935 5.504 0.102 0.006
C -0.827 5.266 -1.727 -0.003
C -0.432 4.979 -3.176 0.007
N 0.479 0.433 2.804 0.309
C 3.092 2.322 4.551 0.000
C 2.012 3.231 5.146 0.024
H 0.523 -6.851 3.751 0.000
H -0.850 -6.425 2.674 0.000
H -0.355 -5.293 3.981 0.000
H 1.449 -6.042 1.569 0.002
H 1.856 -4.978 2.937 0.000
H -2.186 -5.481 0.021 0.003
H -0.717 -6.403 0.486 0.000
H -0.969 -4.829 -2.140 0.001
H -1.056 -6.607 -1.915 0.001
H 0.476 -5.727 -1.554 0.000
H 1.966 -2.873 3.356 0.006
H 2.750 -1.967 5.123 0.001
H 2.653 -0.430 6.012 0.001
H 4.960 -1.390 4.181 0.001
H 4.955 -1.392 5.985 0.001
H 4.970 0.164 5.089 -0.001
H 2.215 3.638 2.255 0.013
H -2.293 2.924 -2.224 -0.005
H -2.424 -3.357 -1.268 -0.006
H -4.871 0.570 -3.926 0.000
H -3.613 1.826 -4.037 0.001
H -5.683 1.430 -1.758 0.000
H -5.776 2.663 -3.069 0.000
H -4.493 2.778 -1.818 -0.001
H -3.684 -2.786 -3.364 0.001
H -4.894 -1.509 -3.636 0.000
H -4.612 -3.034 -0.980 0.000
H -5.881 -3.237 -2.233 0.000
H -5.749 -1.684 -1.326 0.000
H 1.357 5.850 1.569 0.003
H 1.073 6.523 -0.057 0.000
H 3.424 4.664 0.634 0.001
H 3.476 6.439 0.360 0.001
H 3.029 5.332 -0.992 -0.001
H -0.452 6.277 -1.491 0.000
H -1.932 5.295 -1.622 0.003
H 0.674 4.993 -3.276 -0.001
H -0.857 5.762 -3.839 0.001
H -0.803 3.995 -3.524 0.001
H 3.845 2.918 3.995 0.007
H 3.592 1.841 5.412 -0.001
H 1.456 3.789 4.368 -0.004
H 2.482 3.970 5.828 0.001
H 1.284 2.625 5.729 -0.001
N 1.757 -0.604 -3.914 0.001
C 1.044 -1.793 -3.332 0.001
C 0.716 -1.527 -1.851 0.043
N -0.009 -0.269 -1.619 -0.157
C 0.664 0.880 -2.243 0.046
C 0.991 0.677 -3.734 0.008
H 1.947 -0.762 -4.912 0.000
H 2.672 -0.509 -3.453 0.000
H 1.711 -2.653 -3.448 0.001
H 0.138 -1.947 -3.927 -0.002
H 1.647 -1.507 -1.270 -0.010
H 0.121 -2.357 -1.456 0.004
H -0.990 -0.349 -1.978 0.034
H 1.591 1.085 -1.693 -0.002
H 0.031 1.767 -2.128 -0.008
H 1.621 1.483 -4.121 0.001
H 0.083 0.595 -4.341 -0.004
H 1.772 0.024 0.522 0.044
```

The calculation puts the calculated total energy at -1980.16507 Eh. As for the LUMO energy (alpha / beta): -0.22616 / -0.26052 hartree. As for the charge: +2. As for the HOMO energy (alpha / beta): -0.402 / -0.465 hartree. As for the gap between HOMO and LUMO (alpha / beta): 4.79 / 5.56 eV. Its maximum force is 8.6 eV/Å. Its spin multiplicity is 5.

***

Q: Among the records above, which one has the highest maximum force?
A: C40H56N6Ru